# 1
{
  "formula": "C43H30F6N9PS3Tl",
  "method": "wB97M-V/def2-TZVPD",
  "species": ["Tl", "N", "C", "C", "C", "C", "C", "C", "S", "N", "C", "C", "C", "C", "C", "C", "N", "H", "H", "H", "H", "H", "H", "H", "H", "H", "S", "C", "S", "C", "C", "N", "C", "N", "C", "C", "N", "C", "C", "C", "C", "C", "C", "C", "C", "N", "C", "N", "H", "H", "H", "H", "H", "H", "H", "H", "H", "F", "P", "F", "F", "F", "F", "F", "N", "C", "C", "C", "C", "C", "C", "H", "H", "H", "H", "H", "C", "C", "C", "C", "C", "C", "C", "C", "C", "C", "H", "H", "H", "H", "H", "H", "H"],
  "xyz": [[-0.201357, -1.430298, 1.145263], [-3.079359, 0.730660, -1.920735], [-2.535579, 0.608147, -3.184001], [-3.287086, 0.174932, -4.278382], [-2.683180, 0.025089, -5.515212], [-1.326890, 0.279163, -5.691742], [-0.576452, 0.721560, -4.610520], [-1.185088, 0.903783, -3.384334], [-0.345553, 1.615226, -1.990021], [-0.975157, 0.658185, -0.800530], [-2.311351, 0.585722, -0.755941], [-2.965190, 0.314752, 0.469715], [-4.375337, 0.344269, 0.631342], [-4.914978, 0.276358, 1.886900], [-4.073149, 0.159324, 3.000266], [-2.719137, 0.027577, 2.762288], [-2.161856, 0.088363, 1.558598], [-4.064007, 0.551778, -1.838166], [-4.333493, -0.074030, -4.143569], [-3.278019, -0.322334, -6.351263], [-0.862698, 0.130702, -6.657623], [0.485084, 0.924752, -4.693666], [-5.039194, 0.455042, -0.216158], [-5.990314, 0.309743, 2.013330], [-4.459712, 0.093402, 4.006417], [-2.034250, -0.179509, 3.577750], [-2.546578, -3.167277, 1.502533], [-1.973227, -3.215627, 3.098856], [-0.480510, -2.401887, 3.522520], [-2.648575, -3.888424, 4.120469], [-2.185825, -3.909251, 5.462941], [-1.844490, -3.948881, 6.565772], [-3.879307, -4.558491, 3.885369], [-4.889732, -5.100769, 3.750090], [1.898124, 1.470338, 4.159687], [1.231646, 0.441632, 3.521271], [0.852160, 0.524185, 2.245309], [1.131574, 1.627290, 1.567015], [1.774042, 2.726308, 2.129322], [2.181904, 2.624947, 3.450559], [2.088779, 3.916337, 1.319015], [1.287140, 4.625244, 0.516115], [-0.165028, 4.495424, 0.300533], [-0.740058, 5.085268, -0.825247], [-2.101802, 4.942652, -0.991065], [-2.867912, 4.285048, -0.124099], [-2.228240, 3.776443, 0.928145], [-0.931689, 3.857716, 1.190982], [2.208533, 1.346657, 5.187121], [1.023390, -0.484661, 4.037216], [0.852401, 1.625548, 0.526310], [2.720669, 3.442423, 3.915891], [3.131583, 4.218121, 1.346121], [1.754847, 5.394781, -0.087494], [-0.131078, 5.603349, -1.553551], [-2.604237, 5.369424, -1.854000], [-2.831684, 3.239531, 1.651750], [2.604664, -1.318500, 1.547969], [4.189308, -1.675185, 1.781371], [3.816286, -3.237735, 1.915080], [5.754946, -1.999680, 2.023579], [4.530814, -0.086848, 1.644158], [3.972782, -1.476203, 3.376127], [4.379331, -1.842924, 0.186719], [1.160586, 1.160125, -2.083748], [2.125777, 2.162342, -2.037144], [2.030282, 3.402455, -2.681219], [3.044461, 4.344103, -2.565247], [4.185166, 4.069958, -1.825407], [4.303812, 2.824248, -1.211241], [3.297930, 1.882781, -1.314277], [1.153966, 3.622371, -3.282418], [2.943353, 5.298338, -3.071958], [4.978652, 4.802962, -1.744304], [5.190185, 2.581471, -0.636852], [3.386443, 0.917453, -0.828739], [1.000825, -6.793805, -0.246859], [0.839933, -6.016142, 0.918250], [0.651435, -4.667768, 0.829935], [0.609647, -4.013768, -0.425194], [0.405136, -2.610917, -0.571687], [0.477924, -2.031907, -1.803456], [0.699915, -2.811943, -2.962272], [0.839793, -4.161851, -2.861391], [0.808202, -4.793652, -1.593582], [0.991005, -6.193177, -1.471761], [1.142857, -7.864968, -0.165122], [0.870878, -6.487040, 1.892016], [0.552537, -4.085674, 1.736357], [0.390851, -0.965236, -1.906780], [0.748992, -2.319733, -3.927029], [0.995044, -4.773778, -3.743700], [1.132764, -6.775931, -2.375629]],
  "forces_ev_per_angstrom": [[-0.34, -0.03, 0.35], [-0.09, 0.28, -0.05], [0.04, -0.12, -0.01], [0.00, -0.01, 0.02], [-0.01, -0.01, -0.03], [0.00, 0.00, 0.02], [-0.02, -0.02, 0.00], [0.04, 0.02, -0.03], [0.13, -0.06, 0.08], [-0.12, 0.11, 0.10], [0.09, -0.17, 0.15], [-0.02, 0.15, 0.02], [-0.03, 0.00, 0.05], [-0.06, 0.02, -0.07], [0.05, -0.01, 0.03], [0.06, 0.00, 0.09], [0.09, -0.09, -0.27], [0.02, -0.07, -0.02], [-0.01, 0.00, 0.00], [0.00, 0.00, 0.00], [0.00, 0.00, 0.00], [0.01, 0.01, 0.01], [-0.01, -0.01, 0.00], [0.00, 0.00, 0.00], [0.01, 0.00, 0.01], [-0.02, 0.01, 0.01], [0.00, -0.03, -0.01], [-0.04, 0.02, -0.05], [0.04, -0.01, -0.03], [0.02, 0.05, -0.03], [0.05, -0.03, 0.06], [-0.01, 0.02, 0.02], [-0.08, 0.01, -0.02], [0.01, -0.03, 0.00], [0.01, 0.01, -0.03], [0.08, 0.01, 0.01], [-0.04, -0.05, 0.04], [-0.02, 0.09, -0.03], [-0.04, -0.01, -0.03], [0.00, -0.05, 0.00], [-0.13, 0.05, -0.15], [0.07, -0.13, 0.13], [0.01, 0.02, 0.00], [0.02, -0.06, 0.01], [0.01, 0.03, -0.01], [-0.03, -0.02, 0.04], [0.01, -0.02, -0.06], [0.11, -0.06, 0.02], [0.01, 0.00, 0.01], [-0.02, 0.02, -0.01], [-0.09, 0.03, -0.12], [-0.01, 0.00, 0.01], [0.01, 0.02, -0.01], [0.01, 0.02, 0.02], [0.01, 0.00, 0.00], [0.00, -0.02, 0.00], [-0.02, -0.04, 0.00], [0.13, -0.21, -0.08], [-0.02, 0.10, -0.02], [0.02, 0.06, 0.01], [-0.01, 0.00, -0.01], [0.00, -0.02, 0.01], [0.01, 0.00, 0.02], [0.00, 0.00, 0.01], [-0.08, 0.02, -0.19], [0.08, 0.01, 0.13], [-0.03, 0.03, 0.00], [0.03, 0.03, 0.00], [-0.01, -0.01, -0.03], [0.04, -0.01, -0.01], [-0.03, 0.01, -0.03], [-0.01, -0.01, 0.01], [0.00, 0.01, 0.00], [0.00, 0.00, 0.01], [-0.01, -0.01, 0.01], [0.01, 0.01, 0.03], [0.00, -0.02, 0.00], [0.00, 0.02, 0.02], [-0.01, -0.02, 0.00], [0.02, 0.01, 0.03], [0.11, 0.21, -0.13], [0.00, -0.07, 0.01], [0.01, 0.00, 0.02], [0.00, -0.01, -0.01], [0.01, -0.02, -0.01], [0.01, 0.00, 0.01], [0.00, 0.00, 0.00], [0.00, -0.01, 0.01], [-0.02, -0.01, 0.01], [-0.01, 0.02, -0.02], [-0.01, 0.01, 0.01], [0.00, -0.01, 0.00], [0.00, 0.00, -0.01]],
  "e_homo_ev": [-1.41, -2.83],
  "spin_multiplicity": 2,
  "total_charge": -2,
  "e_tot_ev": -121289.1639,
  "orbital_gap_ev": [5.03, 6.44]
}

# 2
{
  "formula": "C6H16S2Si",
  "method": "wB97M-V/def2-TZVPD",
  "species": ["C", "C", "C", "C", "C", "C", "Si", "S", "S", "H", "H", "H", "H", "H", "H", "H", "H", "H", "H", "H", "H", "H", "H", "H", "H"],
  "xyz": [[1.651379, 0.773257, -1.455462], [0.993989, 0.206934, 1.588423], [1.601417, -2.277588, -0.136266], [-3.309567, -1.638365, -0.246331], [-2.889446, 2.222858, 0.507816], [-0.878848, -0.793242, -0.608282], [0.912757, -0.515183, -0.166778], [-1.574554, -2.019208, 0.271612], [-1.145059, 2.228188, 0.012464], [0.907629, 1.549225, -1.528368], [2.605788, 1.104625, -1.215064], [1.706859, 0.359500, -2.550496], [1.640941, -0.423733, 2.194717], [1.214841, 1.212307, 1.558773], [-0.050471, 0.171277, 1.982868], [1.666622, -2.320167, -1.241029], [2.624537, -2.391451, 0.222812], [1.070118, -3.124230, 0.217840], [-3.325648, -0.765645, -0.915749], [-3.777256, -1.310661, 0.651258], [-3.831324, -2.526932, -0.624099], [-3.072860, 1.325157, 1.141186], [-3.389703, 2.165522, -0.408093], [-3.154328, 3.069668, 1.031910], [-1.556732, -0.327674, -1.400241]],
  "forces_ev_per_angstrom": [[-1.87, -3.12, -1.91], [-1.71, -2.44, -0.45], [1.16, 1.32, -1.60], [0.20, -0.49, 0.20], [1.59, -2.61, -0.04], [-0.20, 1.75, -1.35], [0.42, 1.13, 0.27], [-1.70, 0.12, -0.49], [0.11, -0.39, 0.21], [-0.03, 0.56, 0.23], [1.63, 0.84, 0.60], [-0.06, 0.43, 1.98], [0.16, 0.32, 0.20], [0.94, 2.18, 0.18], [0.77, -0.19, -0.09], [0.14, -0.81, 0.17], [0.07, 0.31, 0.07], [-0.94, -0.46, 0.34], [0.10, -0.73, 0.01], [-0.70, 0.12, 0.73], [0.24, 0.38, -0.06], [-0.02, 0.63, -0.41], [-1.40, -0.14, -1.04], [-0.44, 1.92, 1.18], [1.56, -0.65, 1.08]],
  "e_homo_ev": [-8.34, -7.09],
  "e_tot_ev": -36026.9937,
  "orbital_gap_ev": [8.07, 5.69]
}